This record from OMol25 describes a cluster of 11 separate species, C40H79N4O31S in total at a distorted geometry. The level of theory is wB97M-V/def2-TZVPD.

Highest occupied orbital energy = -11.09 eV
Net charge = +1
Frontier orbital gap = 8.37 eV

Each atom is followed by the atoms it is bonded to, with distances in Å.
CARTESIAN COORDINATES (ANGSTROEM)
1 C -2.014 -0.518 2.066  N2 1.436, O16 1.431, H17 1.137
2 N -0.768 -1.233 2.069  C1 1.436, N3 1.372
3 N -0.406 -1.137 3.389  N2 1.372, C4 1.428
4 C -1.319 -0.417 4.218  N3 1.428, S5 1.844, O16 1.422
5 S -1.045 -0.111 6.016  C4 1.844, C6 1.855
6 C -2.127 1.284 6.586  S5 1.855, C7 1.611, H18 1.142, H19 1.156
7 C -1.348 2.689 6.708  C6 1.611, C8 1.600, H20 1.148, H21 1.144
8 C -0.851 3.134 5.254  C7 1.600, C9 1.629, H22 1.145, H23 1.155
9 C 0.427 4.144 5.277  C8 1.629, C10 1.605, H24 1.145, H25 1.152
10 C 0.943 4.234 3.760  C9 1.605, C11 1.606, N15 1.496, H26 1.163
11 C 2.394 3.594 3.508  C10 1.606, N12 1.526, H27 1.140, H28 1.154
12 N 2.442 3.266 2.019  C11 1.526, C13 1.504, H29 1.045, H30 1.045
13 C 2.147 4.465 1.159  N12 1.504, C14 1.608, H31 1.155, H32 1.154
14 C 0.937 5.386 1.682  C13 1.608, N15 1.519, H33 1.143, H34 1.153
15 N 0.973 5.613 3.183  C10 1.496, C14 1.519, H35 1.032
16 O -2.386 -0.035 3.360  C1 1.431, C4 1.422
17 H -2.559 -0.411 1.075  C1 1.137
18 H -3.086 1.364 5.970  C6 1.142
19 H -2.461 1.014 7.659  C6 1.156
20 H -2.121 3.448 7.089  C7 1.148
21 H -0.493 2.678 7.469  C7 1.144
22 H -0.532 2.263 4.583  C8 1.145
23 H -1.687 3.690 4.681  C8 1.155
24 H 1.253 3.715 5.945  C9 1.145
25 H 0.131 5.183 5.678  C9 1.152
26 H 0.210 3.628 3.090  C10 1.163
27 H 3.266 4.274 3.789  C11 1.140
28 H 2.441 2.611 4.111  C11 1.154
29 H 1.752 2.492 1.902  N12 1.045
30 H 3.367 2.835 1.795  N12 1.045
31 H 3.071 5.155 1.107  C13 1.155
32 H 1.935 4.058 0.100  C13 1.154
33 H 1.046 6.404 1.174  C14 1.143
34 H -0.092 4.965 1.377  C14 1.153
35 H 0.095 6.092 3.436  N15 1.032
36 C -0.552 7.767 9.919  O37 1.426, H42 1.090, H43 1.092, H44 1.092
37 O -1.939 8.081 10.034  C36 1.426, C38 1.342
38 C -2.742 7.317 9.275  O37 1.342, O39 1.209, O40 1.342
39 O -2.387 6.427 8.539  C38 1.209
40 O -4.007 7.716 9.478  C38 1.342, C41 1.426
41 C -4.978 6.987 8.731  O40 1.426, H45 1.092, H46 1.092, H47 1.090
42 H -0.003 8.445 10.574  C36 1.090
43 H -0.361 6.742 10.244  C36 1.092
44 H -0.206 7.920 8.895  C36 1.092
45 H -4.964 5.930 9.007  C41 1.092
46 H -4.810 7.108 7.658  C41 1.092
47 H -5.960 7.394 8.974  C41 1.090
48 C 2.878 -1.085 1.746  O49 1.425, H54 1.090, H55 1.093, H56 1.092
49 O 4.144 -1.494 2.257  C48 1.425, C50 1.345
50 C 5.172 -0.717 1.873  O49 1.345, O51 1.210, O52 1.343
51 O 5.096 0.257 1.160  C50 1.210
52 O 6.296 -1.209 2.421  C50 1.343, C53 1.428
53 C 7.477 -0.476 2.095  O52 1.428, H57 1.092, H58 1.092, H59 1.090
54 H 2.123 -1.779 2.118  C48 1.090
55 H 2.625 -0.082 2.098  C48 1.093
56 H 2.874 -1.125 0.655  C48 1.092
57 H 7.407 0.551 2.462  C53 1.092
58 H 7.656 -0.491 1.018  C53 1.092
59 H 8.318 -0.962 2.591  C53 1.090
60 C 8.742 -4.984 -1.920  O61 1.428, H66 1.090, H67 1.092, H68 1.092
61 O 7.400 -5.186 -1.477  C60 1.428, C62 1.343
62 C 7.219 -4.992 -0.161  O61 1.343, O63 1.207, O64 1.343
63 O 8.070 -4.675 0.633  C62 1.207
64 O 5.924 -5.212 0.119  C62 1.343, C65 1.427
65 C 5.587 -5.041 1.495  O64 1.427, H69 1.092, H70 1.092, H71 1.091
66 H 8.769 -5.167 -2.994  C60 1.090
67 H 9.058 -3.955 -1.737  C60 1.092
68 H 9.419 -5.688 -1.432  C60 1.092
69 H 5.780 -4.015 1.814  C65 1.092
70 H 6.138 -5.750 2.118  C65 1.092
71 H 4.521 -5.243 1.607  C65 1.091
72 C -5.118 -2.665 0.923  O73 1.429, H78 1.091, H79 1.092, H80 1.092
73 O -5.281 -1.607 -0.023  C72 1.429, C74 1.344
74 C -5.572 -2.019 -1.269  O73 1.344, O75 1.205, O76 1.344
75 O -5.697 -3.164 -1.623  C74 1.205
76 O -5.696 -0.931 -2.049  C74 1.344, C77 1.430
77 C -6.007 -1.221 -3.415  O76 1.430, H81 1.092, H82 1.092, H83 1.091
78 H -4.887 -2.215 1.890  C72 1.091
79 H -6.039 -3.242 1.022  C72 1.092
80 H -4.286 -3.312 0.636  C72 1.092
81 H -6.966 -1.738 -3.491  C77 1.092
82 H -5.213 -1.812 -3.874  C77 1.092
83 H -6.084 -0.273 -3.948  C77 1.091
84 C -6.524 -8.412 3.317  O85 1.427, H90 1.091, H91 1.092, H92 1.092
85 O -5.838 -7.437 2.533  C84 1.427, C86 1.344
86 C -6.401 -7.199 1.336  O85 1.344, O87 1.206, O88 1.344
87 O -7.396 -7.727 0.903  C86 1.206
88 O -5.663 -6.270 0.706  C86 1.344, C89 1.429
89 C -6.147 -5.914 -0.590  O88 1.429, H93 1.092, H94 1.092, H95 1.087
90 H -5.983 -8.523 4.258  C84 1.091
91 H -7.541 -8.082 3.540  C84 1.092
92 H -6.534 -9.379 2.808  C84 1.092
93 H -7.149 -5.484 -0.523  C89 1.092
94 H -6.142 -6.781 -1.255  C89 1.092
95 H -5.478 -5.162 -1.002  C89 1.087
96 C 11.781 -3.439 1.714  O97 1.427, H102 1.090, H103 1.092, H104 1.092
97 O 12.668 -2.524 1.073  C96 1.427, C98 1.342
98 C 12.676 -1.293 1.610  O97 1.342, O99 1.207, O100 1.344
99 O 12.018 -0.924 2.552  C98 1.207
100 O 13.547 -0.544 0.911  C98 1.344, C101 1.427
101 C 13.663 0.802 1.370  O100 1.427, H105 1.092, H106 1.092, H107 1.091
102 H 11.858 -4.396 1.197  C96 1.090
103 H 12.066 -3.587 2.758  C96 1.092
104 H 10.749 -3.090 1.641  C96 1.092
105 H 14.028 0.828 2.399  C101 1.092
106 H 12.707 1.322 1.285  C101 1.092
107 H 14.390 1.309 0.734  C101 1.091
108 C -5.920 5.520 -0.611  O109 1.427, H114 1.091, H115 1.092, H116 1.092
109 O -4.869 4.578 -0.822  C108 1.427, C110 1.345
110 C -5.232 3.297 -0.635  O109 1.345, O111 1.206, O112 1.343
111 O -6.329 2.911 -0.317  C110 1.206
112 O -4.158 2.523 -0.865  C110 1.343, C113 1.430
113 C -4.400 1.123 -0.702  O112 1.430, H117 1.091, H118 1.092, H119 1.092
114 H -5.515 6.517 -0.789  C108 1.091
115 H -6.738 5.349 -1.314  C108 1.092
116 H -6.280 5.472 0.419  C108 1.092
117 H -5.157 0.776 -1.407  C113 1.091
118 H -4.698 0.901 0.326  C113 1.092
119 H -3.467 0.595 -0.911  C113 1.092
120 C -8.929 -1.925 -7.757  O121 1.427, H126 1.091, H127 1.092, H128 1.092
121 O -7.887 -2.477 -8.560  C120 1.427, C122 1.343
122 C -6.712 -2.611 -7.924  O121 1.343, O123 1.207, O124 1.343
123 O -6.489 -2.312 -6.776  C122 1.207
124 O -5.829 -3.137 -8.788  C122 1.343, C125 1.426
125 C -4.526 -3.338 -8.244  O124 1.426, H129 1.092, H130 1.092, H131 1.090
126 H -9.828 -1.862 -8.372  C120 1.091
127 H -9.141 -2.571 -6.902  C120 1.092
128 H -8.668 -0.918 -7.425  C120 1.092
129 H -4.561 -4.040 -7.408  C125 1.092
130 H -4.088 -2.387 -7.931  C125 1.092
131 H -3.900 -3.765 -9.028  C125 1.090
132 C -9.932 -0.742 -11.455  O133 1.427, H138 1.091, H139 1.092, H140 1.092
133 O -10.920 0.140 -10.923  C132 1.427, C134 1.344
134 C -10.688 1.440 -11.173  O133 1.344, O135 1.206, O136 1.343
135 O -9.750 1.888 -11.784  C134 1.206
136 O -11.685 2.153 -10.621  C134 1.343, C137 1.426
137 C -11.569 3.562 -10.809  O136 1.426, H141 1.092, H142 1.092, H143 1.090
138 H -10.219 -1.762 -11.195  C132 1.091
139 H -9.891 -0.664 -12.544  C132 1.092
140 H -8.954 -0.536 -11.015  C132 1.092
141 H -11.592 3.813 -11.872  C137 1.092
142 H -10.656 3.939 -10.344  C137 1.092
143 H -12.424 4.034 -10.325  C137 1.090
144 C 12.846 -1.048 -1.849  O145 1.428, H150 1.088, H151 1.092, H152 1.092
145 O 12.627 -0.639 -3.199  C144 1.428, C146 1.343
146 C 11.980 -1.544 -3.951  O145 1.343, O147 1.207, O148 1.344
147 O 11.590 -2.625 -3.582  C146 1.207
148 O 11.842 -1.035 -5.187  C146 1.344, C149 1.426
149 C 11.167 -1.897 -6.102  O148 1.426, H153 1.092, H154 1.092, H155 1.090
150 H 13.372 -0.245 -1.337  C144 1.088
151 H 11.895 -1.218 -1.339  C144 1.092
152 H 13.468 -1.945 -1.814  C144 1.092
153 H 10.149 -2.099 -5.761  C149 1.092
154 H 11.722 -2.828 -6.236  C149 1.092
155 H 11.113 -1.385 -7.064  C149 1.090

Here are the Löwdin charges for atoms 1 to 99, given in e: -0.083 0.019 -0.056 -0.520 0.922 -0.463 -0.236 -0.212 -0.123 -0.340 -0.063 0.020 -0.101 -0.178 -0.041 -0.047 0.121 0.101 0.096 0.122 0.121 0.081 0.133 0.120 0.132 0.134 0.158 0.154 0.179 0.184 0.155 0.155 0.136 0.132 0.119 -0.046 0.006 -0.600 0.099 0.006 -0.045 0.097 0.097 0.095 0.097 0.096 0.097 -0.051 0.001 -0.597 0.095 0.000 -0.032 0.082 0.069 0.104 0.096 0.102 0.099 -0.039 0.000 -0.601 0.112 0.002 -0.038 0.096 0.094 0.100 0.082 0.101 0.096 -0.027 -0.020 -0.567 0.122 -0.057 -0.022 0.091 0.102 0.106 0.104 0.102 0.101 -0.048 -0.007 -0.601 0.126 -0.011 -0.051 0.093 0.098 0.099 0.103 0.103 0.061 -0.031 -0.007 -0.601 0.121